{"formula": "C3H7N2O2", "method": "wB97M-V/def2-TZVPD", "e_above_lowest_kcal_mol": 137.08, "e_lumo_ev": 3.774, "charge": -1, "e_homo_ha": -0.1185, "total_energy_ev": -10295.6909, "symbols": ["C", "C", "C", "N", "N", "O", "O", "H", "H", "H", "H", "H", "H", "H"], "xyz": [[-0.0081, -0.7422, 0.6840], [2.2924, 0.4089, 0.4437], [0.8031, 0.4371, 0.1104], [-0.7294, -1.2550, -0.2654], [-2.7481, 0.0102, -0.1128], [-2.9597, 1.0801, -0.7299], [-3.7635, -0.6569, 0.1708], [2.5772, 0.5761, 1.5150], [2.9615, 1.1835, -0.0449], [2.8422, -0.4883, -0.1034], [0.3397, 1.3576, 0.5458], [0.7234, 0.5468, -0.9765], [-0.7499, -0.7001, -1.1910], [-1.5808, -1.7577, -0.0458]], "forces_ev_per_angstrom": [[0.9, 0.3, -0.3], [2.8, -0.4, -1.1], [0.2, 0.3, 0.8], [1.1, 1.1, -1.5], [-1.8, 1.4, -0.2], [0.2, -0.1, 0.0], [0.0, -0.4, 0.1], [-0.5, -1.0, -0.8], [-1.4, 0.0, 0.2], [-1.3, 1.0, 1.8], [0.2, -0.7, -0.2], [-0.3, -0.1, -0.3], [-0.4, -1.3, 1.5], [0.3, -0.2, -0.1]]}